*A*
C3H6O3 | the ωB97M-V functional and the def2-TZVPD basis

HOMO ... -10.4 eV
LUMO level ... 0.53 eV
SMILES string ... O=C=O.CCO

Geometry as XYZ:
```
12
Properties=species:S:1:pos:R:3:mulliken_charge:R:1
O -0.108 2.502 -0.247 -0.37
C -0.701 1.852 -1.007 0.82
O -1.299 1.188 -1.760 -0.44
C -0.343 -0.609 1.025 -0.89
C 0.910 -0.635 0.158 -0.35
O 0.669 -1.043 -1.175 -0.50
H -0.083 -0.393 2.066 0.30
H -0.854 -1.575 0.979 0.30
H -1.066 0.156 0.714 0.23
H 1.413 0.346 0.188 0.24
H 1.618 -1.364 0.566 0.33
H -0.142 -0.624 -1.488 0.33
```

***

*B*
C3H6O3 | the ωB97M-V functional and the def2-TZVPD basis

HOMO ... -9.4 eV
LUMO level ... 0.94 eV
SMILES string ... C=CO.O=CO

Geometry as XYZ:
```
12
Properties=species:S:1:pos:R:3:mulliken_charge:R:1
C -1.251 -1.576 0.055 -0.53
C 0.002 -1.279 -0.258 -0.04
O 0.309 -0.454 -1.312 -0.62
H -2.082 -1.172 -0.514 0.23
H -1.466 -2.238 0.885 0.25
H 0.857 -1.656 0.301 0.29
H 1.176 -0.050 -1.122 0.40
O 1.753 1.277 0.186 -0.56
C 0.780 1.842 0.641 0.22
O -0.444 1.801 0.140 -0.42
H 0.812 2.458 1.550 0.36
H -0.444 1.159 -0.608 0.42
```

***

Quick one: most stable of them? *A*